1.
ORCA calculation (ωB97M-V with the def2-TZVPD basis set) on an isolated molecule of C5H13NO2SSi.

The calculation puts the highest occupied orbital energy at -8.72 eV. The calculation puts the gap between HOMO and LUMO at 9.524 eV. The SMILES is CO[Si]1(OC)CCCN1S.

Cartesian coordinates (Å):
C: -1.07 2.06 -1.41
O: -0.70 0.68 -1.60
Si: -0.16 -0.14 -0.26
O: -1.10 0.60 1.28
C: -2.53 0.51 1.40
C: 0.11 -2.01 -0.35
C: 1.66 -1.89 -0.61
C: 2.18 -0.89 0.42
N: 1.43 0.32 0.17
S: 2.10 1.78 0.70
H: -0.06 2.53 -1.51
H: -1.53 2.36 -0.53
H: -1.56 2.19 -2.34
H: -3.14 1.01 0.47
H: -2.68 1.13 2.21
H: -2.70 -0.59 1.44
H: -0.44 -2.54 -1.30
H: -0.33 -2.47 0.44
H: 1.92 -1.63 -1.57
H: 2.01 -2.97 -0.42
H: 2.21 -1.38 1.46
H: 3.17 -0.76 0.09
H: 1.21 2.09 1.83

=====

2.
ORCA calculation (ωB97M-V with the def2-TZVPD basis set) on a cluster of 2 separate species, C5H13NO3 in total.

The calculation puts the highest occupied orbital energy at -9.67 eV. The energy relative to the best compared isomer or geometry (same formula, charge and spin) is 362.9 kJ/mol. The calculation puts the gap between HOMO and LUMO at 10.558 eV. The SMILES is C[C@@](N)(O)OO.C=CC.

Cartesian coordinates (Å):
C: -2.04 -1.67 0.17
C: -0.53 -1.61 0.41
N: -0.23 -0.63 1.43
O: -0.07 -2.89 0.76
O: 0.02 -1.20 -0.81
O: 1.44 -1.12 -0.71
H: -2.51 -2.19 1.00
H: -2.43 -0.66 0.08
H: -2.22 -2.21 -0.75
H: -0.79 -0.79 2.25
H: 0.75 -0.70 1.69
H: 0.83 -2.98 0.42
H: 1.61 -0.15 -0.74
C: 2.04 1.90 -0.78
C: 0.92 2.06 -0.09
C: -0.43 2.25 -0.69
H: 2.99 1.76 -0.30
H: 2.05 1.95 -1.86
H: 0.94 2.01 1.00
H: -0.92 3.11 -0.25
H: -0.36 2.38 -1.76
H: -1.04 1.37 -0.48

=====

3.
ORCA calculation (ωB97M-V with the def2-TZVPD basis set) on a cluster of 3 separate species, C5H13NO4 in total.

The calculation puts the highest occupied orbital energy at -9.78 eV. The energy relative to the best compared isomer or geometry (same formula, charge and spin) is 116.2 kJ/mol. The calculation puts the gap between HOMO and LUMO at 10.143 eV. The SMILES is C=CCCNC(=O)O.O.O.

Cartesian coordinates (Å):
C: 1.54 2.20 1.76
C: 0.27 2.13 1.42
C: -0.61 1.02 1.82
C: -0.04 -0.26 1.14
N: -1.24 -1.15 0.77
C: -1.79 -1.17 -0.47
O: -2.84 -1.76 -0.77
O: -1.13 -0.37 -1.39
H: 2.27 2.98 1.63
H: 2.14 1.38 2.31
H: -0.19 2.99 0.97
H: -0.52 0.79 2.91
H: -1.67 1.30 1.50
H: 0.46 -0.86 1.84
H: 0.48 -0.03 0.24
H: -1.61 -1.68 1.54
H: -1.37 -0.71 -2.30
O: 1.47 -0.24 -3.36
H: 0.61 -0.36 -2.98
H: 1.61 0.71 -3.11
O: 3.06 -0.43 0.03
H: 2.71 0.24 0.69
H: 3.05 0.09 -0.73

=====

4.
ORCA calculation (ωB97M-V with the def2-TZVPD basis set) on a structure of composition C5H13NO9P2Pt.

As for the spin multiplicity: 5. The calculation puts the highest occupied orbital energy (alpha / beta) at -16.15 / -17.23 eV. The energy relative to the best compared isomer or geometry (same formula, charge and spin) is 22.0 kJ/mol. As for the total charge: +2. The calculation puts the gap between HOMO and LUMO (alpha / beta) at 10.015 / 6.089 eV.

Cartesian coordinates (Å):
Pt: 0.11 -0.59 -0.99
N: 1.61 0.99 -1.85
C: 1.82 1.07 -3.30
C: 1.74 -0.26 -3.99
C: 0.13 -0.68 -4.14
O: -0.24 -0.60 -5.26
O: -0.36 -0.99 -3.05
H: 1.32 1.89 -1.47
H: 2.46 0.70 -1.36
H: 2.83 1.47 -3.51
H: 1.11 1.77 -3.74
H: 2.19 -1.08 -3.42
H: 2.12 -0.23 -5.01
C: -0.55 0.05 3.87
C: -1.20 -0.44 2.61
O: -2.24 -1.26 2.84
P: -1.54 0.92 1.37
O: -2.84 1.58 1.93
O: -0.38 1.96 1.51
O: -1.67 0.45 -0.03
P: 0.10 -1.53 1.60
O: 0.71 -2.40 2.73
O: 1.04 -0.49 1.05
O: -0.72 -2.20 0.56
H: -1.20 0.79 4.36
H: 0.42 0.50 3.65
H: -0.42 -0.76 4.58
H: -2.67 -1.60 2.03
H: -3.64 1.60 1.40
H: -0.45 2.67 2.17
H: 0.40 -3.31 2.86

=====

5.
ORCA calculation (ωB97M-V with the def2-TZVPD basis set) on a cluster of 2 separate species, C5H13NOS in total.

The calculation puts the highest occupied orbital energy at -8.30 eV. The energy relative to the best compared isomer or geometry (same formula, charge and spin) is 245.8 kJ/mol. The calculation puts the gap between HOMO and LUMO at 8.978 eV.

Cartesian coordinates (Å):
C: -0.89 -1.84 -0.51
C: -1.68 -0.04 1.10
C: -0.69 0.60 -1.15
C: 2.88 1.30 0.05
C: -0.80 -0.42 -0.05
N: 1.04 -0.34 0.82
O: 3.21 -1.32 -0.08
S: 2.19 -0.34 -0.44
H: -1.78 -1.97 -1.12
H: -0.03 -2.11 -1.12
H: -0.95 -2.53 0.33
H: -1.52 1.00 1.38
H: -1.50 -0.66 1.96
H: -2.73 -0.16 0.80
H: -0.37 1.56 -0.75
H: 0.02 0.28 -1.91
H: -1.66 0.73 -1.61
H: 3.53 1.67 -0.74
H: 3.45 1.17 0.97
H: 2.05 1.98 0.22
H: 1.07 -1.24 1.29

=====

6.
ORCA calculation (ωB97M-V with the def2-TZVPD basis set) on a cluster of 2 separate species, C5H13NOS in total.

As for the spin multiplicity: 3. The calculation puts the highest occupied orbital energy (alpha / beta) at -4.00 / -9.04 eV. The energy relative to the best compared isomer or geometry (same formula, charge and spin) is 193.7 kJ/mol. The calculation puts the gap between HOMO and LUMO (alpha / beta) at 4.733 / 7.702 eV.

Cartesian coordinates (Å):
C: -2.98 1.46 0.52
C: -1.87 -0.39 -1.19
C: 3.59 -0.01 -0.25
C: 1.28 -1.46 0.76
C: -1.80 0.67 0.02
N: -0.81 0.72 0.66
O: 1.23 0.10 -1.53
S: 1.66 0.14 -0.07
H: -2.78 1.99 1.44
H: -3.21 2.08 -0.28
H: -3.84 0.68 0.66
H: -1.49 -1.11 -0.48
H: -1.19 -0.16 -2.00
H: -2.85 -0.62 -1.50
H: 3.78 -0.87 -0.78
H: 3.68 0.74 -1.06
H: 4.29 0.19 0.56
H: 0.24 -1.49 1.20
H: 1.47 -2.46 0.30
H: 1.94 -1.41 1.65
H: -0.33 1.19 1.38

=====

7.
ORCA calculation (ωB97M-V with the def2-TZVPD basis set) on a cluster of 2 separate species, C5H13NOS in total.

As for the spin multiplicity: 2. The calculation puts the highest occupied orbital energy (alpha / beta) at -12.74 / -12.73 eV. The energy relative to the best compared isomer or geometry (same formula, charge and spin) is 549.4 kJ/mol. As for the total charge: +1. The calculation puts the gap between HOMO and LUMO (alpha / beta) at 3.459 / 4.432 eV.

Cartesian coordinates (Å):
C: 2.36 -1.35 0.28
C: 1.92 -0.15 -0.60
C: 1.44 1.13 0.25
C: 0.24 0.76 1.12
S: -0.87 -0.55 0.67
N: 2.93 0.30 -1.37
C: -4.22 -0.18 -0.23
O: -3.28 0.57 -0.99
H: 3.26 -1.07 0.83
H: 1.58 -1.75 0.91
H: 2.71 -2.12 -0.40
H: 1.03 -0.42 -1.21
H: 1.35 2.01 -0.37
H: 2.32 1.35 0.85
H: 0.57 0.56 2.13
H: -0.31 1.71 1.17
H: -2.41 0.28 -0.69
H: 2.76 0.01 -2.35
H: -4.36 -1.17 -0.65
H: -3.88 -0.31 0.81
H: -5.14 0.39 -0.15

=====

8.
ORCA calculation (ωB97M-V with the def2-TZVPD basis set) on a cluster of 2 separate species, C5H13NOSi in total.

The calculation puts the highest occupied orbital energy at -9.55 eV. The energy relative to the best compared isomer or geometry (same formula, charge and spin) is 626.8 kJ/mol. The calculation puts the gap between HOMO and LUMO at 10.317 eV. The SMILES is C=C(C)[SiH3].C/C=N/O.

Cartesian coordinates (Å):
C: -0.82 -1.82 -0.59
C: 0.22 -1.21 -0.05
C: 0.06 -1.12 1.47
Si: 1.85 -0.56 -0.74
H: -1.60 -2.25 0.00
H: -0.91 -1.78 -1.70
H: 0.92 -1.23 1.96
H: -0.65 -1.82 1.94
H: -0.52 -0.14 1.78
H: 2.68 0.31 0.31
H: 1.49 0.08 -1.94
H: 2.65 -1.68 -0.96
C: -0.43 2.37 0.38
C: -1.15 1.24 -0.21
N: -2.31 0.99 0.18
O: -3.03 0.12 -0.57
H: 0.48 2.21 0.80
H: -0.14 2.95 -0.40
H: -0.93 2.98 1.15
H: -0.72 0.80 -1.13
H: -2.64 -0.54 -1.15